1.
The following is a quantum chemistry calculation of a single C6H9NS molecule, from OMol25.

Atoms and positions in Å:
S  -1.196  -0.680  -1.215
N  3.304  -1.173  -0.809
C  0.583  1.461  -0.950
C  -0.388  1.443  0.244
C  2.361  -0.889  -0.214
C  0.077  0.184  -0.327
C  -1.999  -1.340  0.261
C  1.149  -0.470  0.545
H  0.042  1.831  1.116
H  1.470  0.292  1.277
H  -2.377  -0.541  0.943
H  -1.300  -1.992  0.787
H  0.684  -1.296  1.086
H  -1.417  1.830  0.109
H  -2.814  -1.980  -0.107
H  0.217  1.575  -1.990
H  1.604  1.744  -0.757

The highest occupied orbital energy comes out at -9.096 eV. As for the multiplicity: 1.

2.
The following is a quantum chemistry calculation of a single C6H9NS2 molecule, from OMol25.

Atoms and positions in Å:
S  4.072  -1.177  -0.292
S  -2.254  0.493  -0.751
N  2.267  -0.396  1.641
C  -0.253  -0.698  1.464
C  0.926  0.232  1.831
C  -1.722  1.564  -2.125
C  -0.980  -0.656  -1.000
C  3.059  -0.763  0.837
C  -0.161  -1.134  -0.004
H  0.886  1.130  1.226
H  -0.328  -1.520  2.171
H  -2.425  2.406  -2.211
H  0.603  -1.840  -0.281
H  0.854  0.553  2.891
H  -1.723  0.975  -3.075
H  -0.736  1.970  -1.938
H  -1.176  -0.110  1.623
H  -0.909  -1.030  -2.007

The highest occupied orbital energy comes out at -8.588 eV. As for the multiplicity: 1.

3.
The following is a quantum chemistry calculation of a single C6H9NS2 molecule, from OMol25.

Atoms and positions in Å:
S  -1.018  1.914  1.325
S  -1.585  -2.620  2.241
N  0.282  -2.833  0.194
C  -0.554  -2.761  1.055
C  1.179  -0.804  -0.952
C  0.834  0.230  0.082
C  1.487  -2.139  -0.339
C  -0.404  0.830  0.046
C  -1.721  3.127  0.162
H  2.206  -2.023  0.514
H  -2.569  2.774  -0.400
H  2.012  -0.477  -1.516
H  -1.971  4.028  0.694
H  1.496  0.500  0.904
H  1.999  -2.779  -1.035
H  0.384  -0.946  -1.688
H  -1.099  0.564  -0.763
H  -0.957  3.413  -0.524

The highest occupied orbital energy comes out at -8.472 eV. As for the multiplicity: 1.

4.
The following is a quantum chemistry calculation of 2 unconnected molecules or ions with the total composition C6H9O4S, from OMol25.

Atoms and positions in Å:
S  2.143  0.398  0.466
O  1.928  1.828  0.602
O  2.948  -0.086  -0.653
O  0.792  -2.119  -1.325
O  2.414  -0.232  1.768
C  -0.522  0.080  1.105
C  0.079  0.924  -1.602
C  0.736  -1.683  -0.218
C  0.464  -0.210  0.121
C  -1.852  -0.792  0.922
C  -0.999  1.597  -1.713
H  0.812  0.661  -2.395
H  -1.273  2.339  -2.574
H  -2.464  -0.486  0.046
H  1.038  -2.312  0.739
H  -1.563  -1.778  0.615
H  -0.083  -0.252  2.018
H  -0.581  1.150  1.055
H  -2.407  -0.781  1.867
H  -1.608  1.752  -0.842

The highest occupied orbital energy comes out at -5.329 eV. As for the charge: -1. As for the multiplicity: 1.

5.
The following is a quantum chemistry calculation of a molecular structure, C6H9O4S, from OMol25.

Atoms and positions in Å:
S  -2.726  0.890  -0.475
O  -2.883  -1.584  -0.525
O  -3.128  0.211  0.924
O  -2.146  -1.735  1.565
O  -2.493  2.296  -0.290
C  -1.044  0.146  -0.613
C  -2.638  -1.231  0.620
C  -0.897  -0.490  -2.009
C  -0.417  0.936  1.601
C  1.271  -0.461  0.275
C  -0.081  0.362  0.289
H  1.140  -1.396  0.649
H  1.501  -0.557  -0.714
H  2.159  0.040  0.792
H  -0.835  1.936  1.508
H  -1.328  0.603  2.113
H  -0.186  0.229  -2.439
H  0.471  1.034  2.292
H  -1.929  -0.371  -2.305
H  -0.469  -1.416  -1.846

The highest occupied orbital energy comes out at -4.644 eV. As for the charge: -1. As for the multiplicity: 1.

6.
The following is a quantum chemistry calculation of a gas-phase ion, C6H9O4S (charge -1), from OMol25.

Atoms and positions in Å:
S  -2.255  -0.115  0.036
O  -3.489  -0.871  0.324
O  -2.512  1.037  -0.891
O  -0.271  -3.299  0.524
O  -1.352  -1.852  1.863
C  -1.735  0.703  1.687
C  1.523  -1.389  -0.950
C  -0.751  -2.238  0.904
C  0.622  -0.319  -0.517
C  -0.762  -1.101  -0.274
C  1.023  0.970  -0.566
H  1.988  1.300  -0.462
H  0.142  1.648  -0.221
H  2.545  -0.943  -0.779
H  -2.414  1.510  1.783
H  1.235  -2.164  -0.198
H  -1.979  -0.183  2.320
H  -0.673  1.023  1.420
H  1.503  -1.823  -1.920
H  -0.887  -1.427  -1.489

The highest occupied orbital energy comes out at -5.229 eV. As for the charge: -1. As for the multiplicity: 1.

7.
The following is a quantum chemistry calculation of a molecular structure, C6H9O4Sm, from OMol25.

Atoms and positions in Å:
Sm  4.713  2.946  -0.451
O  0.335  -0.165  -2.394
O  2.342  2.760  0.785
O  0.982  1.066  1.132
O  2.800  0.860  -0.210
C  -0.782  -0.159  -0.256
C  0.442  -0.204  0.754
C  -1.917  -0.790  0.484
C  -2.211  -0.551  1.770
C  -0.586  -0.876  -1.591
C  2.069  1.549  0.553
H  -3.209  -0.776  2.152
H  -0.231  -1.904  -1.406
H  0.460  -0.636  -3.221
H  -2.540  -1.488  -0.087
H  1.235  -0.751  0.227
H  -0.986  0.905  -0.450
H  -1.561  -0.944  -2.102
H  0.194  -0.620  1.738
H  -1.549  -0.222  2.573

The highest occupied orbital energy (spin up / spin down) comes out at -11.243 / -11.244 eV. As for the charge: +1. As for the multiplicity: 7.

8.
The following is a quantum chemistry calculation of a molecular structure, C6H9OP, from OMol25.

Atoms and positions in Å:
P  -1.381  -0.490  0.940
O  -1.617  1.264  1.142
C  -0.466  2.046  1.242
C  0.023  -3.093  -0.843
C  1.382  -1.675  -0.424
C  0.087  -1.599  -0.375
C  -0.209  2.752  -0.132
C  1.361  -3.117  -0.991
H  0.503  1.390  1.392
H  -0.518  2.760  2.105
H  -1.090  3.459  -0.290
H  2.218  -1.018  -0.148
H  0.667  3.308  -0.032
H  -2.068  -0.468  -0.243
H  2.126  -3.795  -1.220
H  -0.244  1.994  -0.863
H  -0.773  -3.718  -1.258

The highest occupied orbital energy (spin up / spin down) comes out at -7.862 / -7.862 eV. As for the multiplicity: 1.

9.
The following is a quantum chemistry calculation of a molecular structure, C6HErO6, from OMol25.

Atoms and positions in Å:
Er  -0.598  -0.726  0.534
O  0.403  2.371  -0.661
O  -0.168  -0.208  -3.094
O  2.741  -0.503  -0.399
O  -3.407  0.484  -1.540
O  0.624  0.381  1.958
O  1.289  -3.634  1.380
C  -0.303  -0.441  -1.972
C  1.607  -0.664  -0.309
C  -0.007  1.490  1.581
C  0.658  -2.758  1.007
C  -2.537  0.128  -0.867
C  -0.098  1.707  0.211
H  -0.203  2.372  2.171

The highest occupied orbital energy (spin up / spin down) comes out at -16.922 / -16.904 eV. As for the charge: +2. As for the multiplicity: 4.

10.
The following is a quantum chemistry calculation of a molecular structure, C6HO6Sc, from OMol25.

Atoms and positions in Å:
Sc  0.809  0.601  0.661
O  -0.158  -0.983  -4.069
O  -0.367  0.938  3.843
O  -1.660  2.941  0.031
O  -0.387  0.489  -1.326
O  -2.126  -1.095  0.691
O  1.524  -2.733  1.046
C  -1.126  -0.519  0.816
C  0.633  -0.144  -1.767
C  0.492  -0.762  -3.118
C  -0.750  2.312  0.351
C  0.101  0.840  2.791
C  1.424  -1.582  1.063
H  1.591  -0.303  -1.014

The highest occupied orbital energy (spin up / spin down) comes out at -17.658 / -16.781 eV. As for the charge: +2. As for the multiplicity: 1.

For the records above, the corresponding relative energy (zero: lowest compared OMol25 entry of this formula, charge and spin) values read 33.2 30.1 32.0 52.3 30.0 54.5 4.4 112.5 4.7 40.0 kcal per mole.
For the records above, the corresponding max |F| values read 2.8 3.1 3.3 5.9 4.6 6.5 3.6 4.2 6.1 6.6 eV/A.